241
Properties=species:S:1:pos:R:3:forces:R:3:lowdin_charge:R:1 method="wB97M-V/def2-TZVPD" spin_multiplicity=1 lumo_energy_ev=0.1 homo_energy_ev=-9.189
F 6.62105 -9.78169 -9.51918 0.5 -1.1 -0.1 0.183
F 4.79283 2.05891 11.60641 -0.5 -0.9 -1.1 0.146
F 4.78197 -9.69313 -10.68586 -0.6 -1.0 -0.8 0.203
F 4.11756 0.03527 12.14521 -0.8 1.3 -0.7 0.162
F 2.68885 1.47552 11.18909 0.0 -0.7 -1.3 0.207
F 5.84834 -7.95546 -10.15894 -0.2 1.6 -0.1 0.195
O -4.01950 -1.44759 5.29791 0.1 -1.2 0.5 -0.146
O -3.66816 7.05704 3.77240 -1.0 0.6 0.7 -0.180
O 3.04963 -1.29872 -1.81960 1.6 -0.2 0.0 -0.203
O 9.15458 -9.15167 5.77102 -1.1 -0.3 -0.3 0.077
O 1.23804 10.00311 11.39447 -0.7 1.2 -0.5 -0.145
O -3.91439 -6.50605 -1.42393 0.2 -0.4 -1.6 -0.176
O 5.61987 9.44448 -0.59132 -0.8 -0.1 -0.1 0.073
O -6.66270 -3.77572 -17.22766 -1.3 0.9 -2.1 -0.195
O 3.54616 8.41458 8.82540 -2.4 0.4 1.5 -0.192
O -10.02479 0.49540 -2.28335 -1.4 -2.4 -0.8 -0.132
O 10.31598 3.12400 -3.74463 0.8 1.6 1.5 0.098
O 2.70613 1.20226 14.08820 -0.2 0.5 -0.1 0.164
O -12.12606 -0.50863 -0.63253 0.7 2.5 -0.2 -0.204
O 3.79336 3.19342 13.68064 0.8 -1.4 -2.0 -0.028
O 7.43606 -10.35423 4.59240 3.3 4.8 1.9 0.078
O -7.23000 1.51418 -2.46808 -0.2 -0.9 -0.4 -0.178
O 7.60228 -8.08064 4.62997 -0.2 0.3 -1.5 0.072
O -6.06652 -5.27979 -3.40155 -2.7 -0.8 -0.7 -0.136
O 3.57179 -8.58851 -8.27739 -0.3 -0.1 -1.9 0.158
O -3.94516 -2.78598 -12.93010 1.0 -0.4 -0.5 -0.182
O 10.95529 4.68856 -2.11722 -0.4 -1.8 -1.2 0.152
O -5.70829 -4.52486 5.93432 0.9 -1.9 0.5 -0.131
O 4.85146 -0.33917 1.34795 -1.1 -0.9 -1.0 -0.175
O -8.02450 10.64239 1.90631 -0.8 -2.1 1.4 -0.201
O 10.01656 -5.14616 -5.21732 1.4 2.8 3.1 0.112
O -1.46729 10.43016 12.76529 1.9 1.4 0.6 -0.216
O 9.59053 -4.29609 -3.11632 1.7 0.4 -0.7 0.075
O 5.24095 -9.54506 -7.39455 4.9 -1.7 -1.5 0.040
O 5.74211 8.91814 -2.78001 0.3 0.1 1.7 0.040
O 4.41871 -1.33393 -5.10429 1.6 0.4 -0.7 -0.221
O 11.20260 5.16016 -4.24844 -0.1 -0.5 0.6 0.071
O -5.60104 -6.97416 7.73488 0.2 -0.9 0.3 -0.195
O 11.67576 -4.19425 -3.92483 -0.1 -0.2 -1.8 0.064
O 5.38328 7.29718 -1.02151 0.1 2.7 -2.6 0.123
O -6.29578 8.48418 3.46085 0.7 0.9 0.4 -0.182
O -8.55107 -7.26828 -2.49206 0.9 0.2 -0.8 -0.182
O -3.67562 -4.08977 -15.48703 1.3 0.2 -0.1 -0.142
C 4.29269 -1.53875 -6.50401 -2.6 0.0 0.2 -0.106
C 11.27799 4.44154 -5.42553 1.0 -1.4 -1.4 -0.123
C 10.85804 4.29373 -3.25287 -0.5 1.8 1.7 -0.492
C 10.92962 -7.36969 5.84807 -1.8 -0.4 0.5 -0.004
C 2.81703 9.45722 9.54901 -0.1 -0.3 0.6 -0.151
C 2.37865 4.22821 15.29985 0.9 -1.3 0.5 -0.054
C -8.54600 -6.01263 -3.16299 1.0 0.6 0.7 -0.207
C 4.83149 -0.71087 -0.01258 -2.2 1.0 -1.0 -0.190
C 3.84277 3.69476 15.03350 -3.0 -0.2 0.8 -0.175
C -5.47658 -5.91057 5.57576 -0.1 0.2 -0.9 -0.206
C -8.12174 0.96452 -3.43720 0.5 -1.3 -0.4 -0.215
C -7.60111 8.91744 3.78250 -0.2 1.3 -0.7 -0.171
C -3.61636 -4.19848 -13.04162 -0.3 1.5 -0.3 -0.185
C 11.88681 -4.10845 -2.54193 0.1 0.2 -0.2 -0.116
C -5.03641 -4.18821 -15.59268 -0.5 1.0 -1.0 -0.202
C -5.20066 -2.16867 5.37915 -2.2 -1.6 -2.0 -0.209
C 4.67673 -9.98336 -6.25752 -0.8 -1.3 3.9 -0.207
C 5.68209 -10.99267 -5.52054 0.1 0.1 -1.5 -0.032
C 4.65681 -9.09994 -8.42985 -2.7 2.1 0.8 -0.396
C -2.89886 -1.80484 -13.14184 -0.8 0.4 0.7 -0.093
C 9.38453 -7.76233 6.05535 3.5 0.8 0.3 -0.305
C -7.10501 -3.29133 -18.55740 0.7 0.3 1.0 -0.076
C -3.88169 -5.99146 -2.80331 0.2 1.2 0.8 -0.156
C -7.33148 -5.66523 -4.08328 -1.0 1.8 1.5 -0.134
C 10.23721 -5.14535 -0.99225 -0.7 -0.4 0.0 -0.033
C -6.02694 7.21727 2.93480 -2.2 -0.1 1.3 -0.209
C 10.48811 -4.03392 -2.00913 -0.9 -0.5 2.0 -0.313
C -2.78364 -6.21427 -0.60667 0.1 -0.1 0.0 -0.125
C 7.56402 10.76407 -0.82794 0.4 1.9 0.0 -0.017
C -6.26077 -6.28355 8.78862 -0.3 0.5 -0.7 -0.115
C 0.15595 10.88213 10.98576 1.4 0.5 0.2 -0.184
C 10.39953 -4.52817 -4.20812 -1.7 -3.0 -1.9 -0.478
C 3.32792 -1.52212 -4.19451 1.9 -0.9 -1.1 -0.167
C -10.85522 -0.23427 -0.05378 -0.2 -0.2 -2.0 -0.136
C -8.55124 9.43045 2.63662 2.0 0.3 -1.6 -0.123
C -6.70136 10.41486 1.43221 -0.5 0.9 -0.5 -0.124
C 5.92220 10.39578 -2.68206 -1.3 -1.1 -0.8 -0.078
C -0.53898 11.46910 12.20826 -2.3 -2.3 -0.7 -0.109
C 6.13480 -0.10347 1.77312 1.2 0.7 0.4 -0.152
C -9.37361 -7.32463 -1.35009 0.0 -0.3 -0.3 -0.112
C -2.66592 10.06329 12.13630 -0.1 -0.4 0.9 -0.141
C -5.10260 -6.23110 -3.71058 1.0 -0.6 1.1 -0.225
C 10.46822 3.14229 -5.13763 1.5 0.2 -1.5 -0.362
C 5.52791 8.43641 -1.46016 0.6 -2.0 0.7 -0.480
C 9.21796 3.15729 -5.86332 -3.5 -0.2 -0.1 -0.049
C 3.97815 -1.05199 -2.90079 -2.0 0.4 1.0 -0.196
C -2.30149 6.76145 3.49423 -1.0 -1.8 -0.1 -0.104
C -10.13650 0.85685 -0.97666 -1.4 0.0 2.0 -0.180
C -3.02172 -4.56760 -14.35417 0.9 0.8 -0.4 -0.227
C -9.54395 1.39077 -3.20217 1.8 1.6 -0.2 -0.213
C 8.02532 -9.28371 4.95795 -1.5 -4.0 -0.6 -0.462
C 3.72005 1.32315 11.98121 1.5 1.7 2.1 -0.541
C 1.62646 9.02680 10.44006 -0.7 -1.8 1.0 -0.206
C 6.09772 10.61472 -1.21641 0.8 -0.1 0.7 -0.339
C -5.29650 -3.51790 -16.95999 -0.7 -2.4 -0.1 -0.195
C 3.34520 -0.47961 -0.59556 0.6 -2.8 -2.2 -0.077
C -4.59525 7.06465 2.66850 3.0 1.1 -1.6 -0.197
C -12.88343 -1.50740 -0.10053 0.5 -1.9 -0.4 -0.159
C 4.42125 8.80801 7.80586 -0.8 0.5 0.2 -0.123
C -5.19740 -3.68584 4.91541 0.2 0.1 0.8 -0.182
C -6.18625 -6.91187 6.41504 -0.6 0.7 2.2 -0.179
C 8.31438 -7.05758 5.32373 -3.0 0.5 0.7 -0.099
C 5.48719 -9.14176 -9.73397 0.2 0.3 1.0 -0.604
C -5.92618 0.90809 -2.38403 0.2 1.4 0.2 -0.088
C 3.29470 1.92096 13.33412 1.0 0.8 3.4 -0.319
C -3.04004 -2.05068 6.13014 1.5 1.3 0.6 -0.112
H -13.05615 -1.54459 0.97506 -1.1 1.3 0.2 0.088
H -2.90582 -4.52838 -12.28374 -0.2 0.0 0.4 0.127
H 4.76632 7.87247 7.36565 0.6 0.3 0.2 0.092
H -7.21130 -6.66132 6.68817 -0.5 0.0 -1.1 0.120
H -4.56014 -4.74143 -12.99072 -0.1 0.2 0.6 0.123
H 3.89008 9.34205 7.01797 -0.1 0.2 -0.2 0.080
H 4.41601 -9.11528 -5.65208 0.3 0.0 0.4 0.128
H -5.71771 0.48637 -1.40078 -0.5 -0.3 0.0 0.080
H 3.15844 0.46758 -1.10158 0.1 0.8 1.6 0.116
H -6.60777 9.49450 0.85578 0.0 -0.5 0.4 0.085
H 8.36050 -6.10471 4.79647 1.0 -0.6 -0.7 0.144
H -2.06799 -4.06665 -14.52015 0.5 -0.5 0.6 0.124
H -4.79844 -6.04471 -4.74055 0.4 -0.4 -0.2 0.124
H 10.99746 5.03384 -6.29651 -0.8 0.0 0.3 0.133
H -6.10049 -7.90245 5.96838 -0.1 0.0 0.0 0.128
H 3.50786 -0.86214 -6.84213 0.1 0.6 -0.4 0.076
H 7.56663 -6.81258 6.07802 0.0 0.4 0.3 0.131
H 2.13212 5.13888 14.75395 0.3 -0.1 0.1 0.075
H 2.20163 4.31959 16.37149 0.1 0.5 0.0 0.071
H -5.53706 -3.59257 -14.82936 -0.3 -0.3 0.3 0.128
H -3.20206 10.81870 11.56185 0.4 0.2 -0.4 0.086
H 5.22598 -1.71849 -0.14369 -0.4 -0.3 -0.1 0.126
H 5.15605 9.48107 8.24761 0.6 -0.2 -0.4 0.087
H 1.70956 3.42076 15.00247 -0.1 0.2 -0.2 0.062
H -1.74852 6.63798 4.42540 -0.4 0.4 0.2 0.085
H 5.43831 11.42402 -0.90285 0.5 0.2 0.3 0.156
H 5.97056 -11.78636 -6.20969 -0.7 -0.3 -0.4 0.064
H 3.70515 -10.44672 -6.42907 0.1 -0.3 -0.3 0.130
H -5.99229 10.50802 2.25479 0.2 -0.2 -0.4 0.087
H 11.46637 -7.78631 6.70037 0.2 -0.8 -0.5 0.074
H -8.09832 -3.63640 -18.84440 -0.2 0.2 1.0 0.080
H -4.78620 -4.13977 -17.69550 0.8 0.3 -0.1 0.123
H -6.54420 -3.55687 -19.45355 1.0 -0.8 0.4 0.073
H 1.83474 8.18209 11.09671 0.8 -0.3 -0.3 0.124
H 3.80642 -2.47916 -6.76337 0.4 -0.7 0.3 0.077
H -7.66283 -4.67184 -4.38572 -0.2 0.0 -0.7 0.114
H -2.24861 -1.68196 -12.27572 0.1 -0.5 0.2 0.079
H 4.06059 0.02891 -3.01456 0.4 0.3 0.0 0.121
H -3.32719 9.82997 12.97080 -0.2 0.0 0.1 0.081
H 6.94710 -0.68683 1.33957 -0.3 -0.9 -0.3 0.081
H 8.73577 2.18007 -5.83833 0.2 -0.2 -0.4 0.091
H 6.15762 -0.29111 2.84660 0.2 0.6 0.0 0.095
H 2.55076 -0.96765 -0.03095 0.2 1.1 1.0 0.123
H -8.13500 8.14816 4.34042 -0.1 0.2 0.5 0.124
H -12.36563 -2.46656 -0.09899 0.6 -0.6 -0.8 0.073
H -7.31790 9.83709 4.29449 -0.7 -0.2 0.9 0.130
H 5.00943 10.82679 -3.09336 -0.2 0.0 0.2 0.127
H -7.32172 -6.30372 -4.96665 1.0 -0.2 0.2 0.124
H -2.38576 5.74899 3.09934 0.8 -0.2 -0.5 0.081
H 3.14393 -2.59614 -4.22173 -0.6 -0.1 0.4 0.127
H 7.85675 10.45781 0.17635 -0.5 -0.2 0.0 0.092
H -2.55003 9.10588 11.62834 0.0 0.2 -0.7 0.081
H -1.21032 12.27996 11.92557 0.3 0.4 -0.2 0.115
H -8.59602 8.63086 1.89720 -0.1 -0.1 -0.4 0.099
H -10.43269 -1.23870 -0.08026 1.2 0.2 0.3 0.117
H 9.23330 -7.44830 7.08812 -0.1 -1.1 0.4 0.140
H -4.38914 6.26960 1.95191 -0.2 -0.7 0.3 0.127
H 7.70325 11.84452 -0.86456 0.4 0.3 0.2 0.081
H -9.16965 1.14491 -0.56397 0.1 0.0 0.3 0.123
H 0.69664 8.68427 9.98595 0.2 0.1 -1.0 0.119
H 9.23984 3.55242 -6.87894 0.4 -0.3 0.0 0.097
H 0.15382 11.78340 12.98885 -0.2 -0.3 0.0 0.126
H -10.31899 -6.87677 -1.65634 -0.3 0.3 0.8 0.088
H -9.59268 9.63329 2.88636 0.4 0.2 0.6 0.118
H 4.95663 -1.47495 -2.67324 0.0 -0.2 -0.4 0.124
H -9.46852 -5.78905 -3.69878 -0.2 -0.8 -0.7 0.118
H -8.58444 -5.15555 -2.49066 0.4 -0.2 0.9 0.115
H -3.42226 -0.85097 -13.20736 -0.2 -0.1 0.0 0.083
H -5.25304 1.76334 -2.44306 0.3 -0.1 -0.2 0.079
H -3.84182 -4.90312 -2.75821 -0.4 0.5 0.4 0.115
H 11.08792 -6.31822 6.08779 -0.4 0.3 -0.7 0.073
H 5.15705 -1.43655 -7.16016 0.4 0.2 1.0 0.087
H -4.46705 -6.31608 5.50852 1.1 1.0 1.0 0.129
H 9.16877 -5.16559 -0.77752 0.0 0.0 0.1 0.086
H -9.46563 2.41141 -2.82766 -0.5 0.3 0.3 0.132
H -2.89944 -5.64966 -14.30617 0.1 -0.4 -0.4 0.129
H 8.46118 3.73383 -5.33135 0.1 0.6 0.1 0.103
H -9.55248 -8.35800 -1.05300 0.0 -0.3 -0.6 0.083
H 6.71825 10.85245 -3.27015 0.4 -0.9 -0.1 0.132
H -6.99301 -2.20715 -18.54722 -0.6 0.2 0.1 0.078
H 4.53237 4.50017 15.28623 0.5 0.0 -1.5 0.115
H -2.93787 -6.10708 -3.33617 0.2 -1.3 0.2 0.114
H -7.75925 1.02551 -4.46336 0.2 0.8 -0.2 0.122
H 12.50725 -3.23256 -2.35227 0.0 -0.2 0.2 0.141
H 5.43678 -0.05113 -0.63423 0.5 0.2 0.2 0.111
H -4.22020 -4.05484 4.60390 0.4 0.4 0.1 0.118
H -5.58593 -7.20290 -3.61006 0.6 -0.4 0.0 0.129
H 5.36609 -11.52442 -4.62305 -0.5 0.6 0.0 0.070
H -8.28464 -0.10539 -3.30734 0.8 -0.5 0.2 0.124
H 4.14070 2.89509 15.71164 -0.5 -0.3 0.0 0.116
H -3.36749 -2.54178 7.04649 -0.7 0.0 -0.2 0.096
H -2.42655 -1.21162 6.45834 0.1 0.0 0.2 0.085
H -6.35934 6.46134 3.64627 -0.1 -0.4 0.2 0.132
H -6.54368 11.18322 0.67534 0.2 0.3 0.2 0.085
H 10.76532 -5.13658 -0.03878 0.2 0.7 -0.1 0.087
H 12.35006 -5.03039 -2.19047 0.4 0.1 -0.1 0.133
H 8.32861 10.41685 -1.52288 -0.5 -0.6 -0.2 0.090
H -5.93206 -1.83785 4.64179 0.4 1.2 -0.2 0.112
H -1.69657 7.38289 2.83393 -0.6 0.5 -0.2 0.084
H -0.52375 10.41829 10.27095 -0.3 -0.5 0.4 0.118
H 6.41916 0.88940 1.42461 0.1 0.6 0.8 0.093
H 10.48316 -6.12184 -1.40950 0.0 0.0 -0.4 0.091
H -5.62194 0.20536 -3.15973 -0.6 -0.1 -0.2 0.086
H 2.35137 10.25737 8.97367 0.7 0.1 -0.9 0.119
H -2.63918 -6.95112 0.18345 -0.9 -0.3 0.1 0.078
H -10.82791 1.69927 -0.99603 0.0 0.5 0.8 0.125
H 11.29073 -7.65298 4.85941 0.2 0.0 0.3 0.081
H -2.89454 -5.24548 -0.11960 0.1 0.2 -0.2 0.083
H 3.46129 9.88978 10.31448 0.5 0.3 -0.3 0.123
H 2.44591 -0.95598 -4.49391 -0.1 0.1 0.2 0.128
H -1.80003 -6.30685 -1.06714 -0.1 0.5 -0.9 0.080
H -8.87764 -6.94477 -0.45688 -0.2 0.9 -0.1 0.088
H -10.08793 1.41806 -4.14633 -0.3 -0.4 0.2 0.132
H 6.70115 -10.63135 -5.38245 -0.3 1.0 0.5 0.068
H -13.64389 -1.58110 -0.87793 -0.9 -0.3 1.1 0.104
H 10.27587 -3.07148 -1.54357 -0.3 0.1 -0.4 0.151
H -2.26535 -1.80717 -14.02883 -0.3 -0.9 -0.3 0.081
H -10.96871 0.11882 0.97118 0.2 0.2 0.1 0.120
H -5.85496 -3.89651 4.07200 -0.1 0.7 -0.5 0.116
H -6.01001 -6.71578 9.75733 0.8 0.3 -0.2 0.087
H -6.71926 7.18648 2.09346 0.8 -1.0 -0.9 0.127
H -5.30130 -5.24540 -15.60983 -0.7 0.0 0.0 0.138
H -4.28129 7.93397 2.09073 -0.2 0.4 -0.3 0.125
H -5.64900 -6.07977 4.51287 -1.2 0.3 -0.4 0.118
H -5.78534 -2.04112 6.29019 0.6 -0.3 0.7 0.126
H 12.30472 4.16841 -5.66912 0.4 0.0 0.4 0.127
H 0.58027 11.69575 10.39748 0.2 0.4 0.0 0.116
H -2.31781 -2.71918 5.66154 -0.4 -0.3 -0.7 0.084
H -6.08497 -5.22005 8.62686 0.5 0.2 0.8 0.082
H -7.34888 -6.32025 8.84140 -0.5 -0.6 -0.8 0.075
H 10.94004 2.19901 -5.41273 0.8 0.3 0.1 0.154
H -4.95062 -2.48660 -17.03003 -0.3 0.2 0.2 0.131